#i
DFT (wB97M-V/def2-TZVPD) results for a 2-piece molecular cluster, C5H13NO2 overall.

Structure (XYZ):
```
21
C5H13NO2 (wB97M-V/def2-TZVPD)
C 0.200 -0.404 1.501
O 1.079 -1.621 1.206
C 0.752 0.999 1.147
C 0.872 1.315 -0.497
C -0.551 1.346 -1.148
C -2.787 0.544 -0.414
N -1.703 1.191 -0.118
H -0.774 -0.691 1.021
H -0.053 -0.487 2.660
H 1.891 -1.487 1.752
H 0.038 1.703 1.491
H 1.765 1.172 1.391
H 1.435 2.206 -0.362
H 1.474 0.546 -1.062
H -0.773 2.340 -1.583
H -0.881 0.748 -2.048
H -3.589 0.377 0.223
H -2.788 0.019 -1.370
H 1.850 -3.213 -1.208
H 1.228 -1.885 -0.821
O 1.443 -2.439 -1.555
```

Calculated values
* SMILES: C=NCCCCO.O
* 2S+1: 1
* net charge: 0
* gap between HOMO and LUMO: 10.40 eV
* highest occupied orbital energy: -9.55 eV

These are the Löwdin partial charges, in e, on atoms 1 to 4:
1. C -0.199
2. O -0.144
3. C -0.154
4. C -0.130

---

#ii
DFT (wB97M-V/def2-TZVPD) results for C5H13NO2 as an isolated structure.

Structure (XYZ):
```
21
C5H13NO2 (wB97M-V/def2-TZVPD)
C 1.152 -0.321 -0.937
C 1.281 -1.705 -0.372
C 1.944 0.741 -0.439
H 0.842 -0.273 -1.981
H -0.277 -0.028 -0.491
H 0.414 -2.326 -0.603
H 2.672 0.464 0.321
H 1.408 -1.663 0.710
H 2.167 -2.182 -0.804
H 2.320 1.440 -1.183
H 1.094 1.563 0.305
C -2.161 -0.733 0.364
N -0.514 0.838 1.359
C -1.213 0.419 0.169
O 0.133 2.082 1.010
O -1.729 1.454 -0.549
H -1.132 2.202 -0.231
H -1.186 1.046 2.099
H -3.002 -0.395 0.973
H -2.553 -1.069 -0.595
H -1.660 -1.554 0.874
```

Calculated values
* 2S+1: 1
* net charge: 0
* gap between HOMO and LUMO (alpha / beta): 7.84 / 7.84 eV
* highest occupied orbital energy (alpha / beta): -8.09 / -8.09 eV

These are the Löwdin partial charges, in e, on atoms 1 to 4:
1. C -0.218
2. C -0.082
3. C -0.093
4. H 0.130

---

#iii
DFT (wB97M-V/def2-TZVPD) results for a 2-piece molecular cluster, C5H13NO2 overall.

Structure (XYZ):
```
21
C5H13NO2 (wB97M-V/def2-TZVPD)
C -2.265 -0.152 -0.631
C -1.627 -0.831 0.316
O -1.386 -0.216 1.528
C -1.113 -2.222 0.189
H -2.419 -0.621 -1.591
H -2.624 0.853 -0.474
H -1.156 -0.895 2.173
H -1.301 -2.606 -0.808
H -0.039 -2.242 0.384
H -1.606 -2.891 0.900
C 2.361 -0.026 -1.652
N 1.682 0.185 -0.382
C 1.072 1.503 -0.308
O 0.735 1.792 1.029
H 1.611 -0.108 -2.438
H 2.921 -0.959 -1.629
H 3.057 0.782 -1.910
H 2.344 0.142 0.386
H 1.750 2.303 -0.634
H 0.187 1.510 -0.952
H -0.005 1.191 1.234
```

Calculated values
* SMILES: C=C(C)O.CNCO
* 2S+1: 1
* net charge: 0
* gap between HOMO and LUMO: 9.78 eV
* highest occupied orbital energy: -8.97 eV

These are the Löwdin partial charges, in e, on atoms 1 to 4:
1. C 0.049
2. C -0.469
3. O 0.002
4. C -0.042

---

Which structure is most stable, and how do the rest compare? From most to least stable: #iii, #i, #ii.

---

#i
DFT (wB97M-V/def2-TZVPD) results for a 2-piece molecular cluster, C5H13NO2 overall.

Structure (XYZ):
```
21
C5H13NO2 (wB97M-V/def2-TZVPD)
C 0.926 1.035 0.462
N 0.693 -0.276 -0.207
C -0.518 -0.796 -0.291
C -1.274 -0.326 -1.475
O -2.645 0.187 -1.167
C -0.985 -2.068 0.334
O 2.517 -0.559 2.195
C 0.741 2.215 -0.487
H 0.302 0.992 1.355
H 1.934 1.095 0.892
H 1.328 -0.957 0.236
H -0.433 -2.158 1.278
H -0.885 0.629 -1.805
H -1.283 -1.035 -2.305
H -2.505 0.049 -0.221
H -0.849 -2.990 -0.250
H -2.041 -1.897 0.583
H 2.794 -0.705 3.106
H 1.113 3.149 -0.090
H 1.359 2.031 -1.359
H -0.290 2.386 -0.784
```

Calculated values
* 2S+1: 1
* net charge: 0
* gap between HOMO and LUMO: 4.26 eV
* highest occupied orbital energy: -6.64 eV

These are the Löwdin partial charges, in e, on atoms 1 to 4:
1. C -0.195
2. N 0.135
3. C -0.224
4. C -0.135

---

#ii
DFT (wB97M-V/def2-TZVPD) results for C5H13NO2 as an isolated structure.

Structure (XYZ):
```
21
C5H13NO2 (wB97M-V/def2-TZVPD)
C -0.491 -1.581 0.076
C 0.515 -1.211 1.049
C -1.951 -1.492 0.496
H -0.261 -2.490 -0.481
H -0.396 -0.682 -0.784
H 0.889 -0.003 0.519
H 0.188 -1.037 2.069
H -2.616 -1.618 -0.359
H -2.165 -0.517 0.935
H -2.191 -2.260 1.236
H 1.461 -1.743 1.002
C 0.998 1.070 -0.465
N 0.832 2.221 0.374
C -0.067 0.784 -1.340
O 2.268 0.876 -1.043
O -1.254 1.467 -1.214
H 2.844 0.480 -0.377
H -1.167 2.008 -0.411
H 1.002 3.087 -0.129
H 1.425 2.198 1.194
H 0.135 0.443 -2.347
```

Calculated values
* 2S+1: 1
* net charge: 0
* gap between HOMO and LUMO: 8.50 eV
* highest occupied orbital energy: -7.77 eV

These are the Löwdin partial charges, in e, on atoms 1 to 4:
1. C -0.333
2. C -0.108
3. C -0.109
4. H 0.112

---

Which structure is most stable, and how do the rest compare? From most to least stable: #ii, #i.

---

#i
DFT (wB97M-V/def2-TZVPD) results for C5H13NO2 as an isolated structure.

Structure (XYZ):
```
21
C5H13NO2 (wB97M-V/def2-TZVPD)
C -0.578 2.148 -0.625
C 0.232 0.886 -0.379
C -0.206 -0.203 0.710
C -0.765 -1.523 0.305
C -2.325 -1.266 0.006
O -2.779 -0.224 -0.398
N 1.642 0.874 -0.440
H -0.420 2.960 0.095
H -1.612 1.841 -0.610
H -0.319 2.443 -1.646
H -0.106 0.154 -1.196
H 0.909 -0.366 1.106
H -0.681 0.227 1.624
H -1.174 -1.365 -0.738
H -0.375 -2.469 0.632
H -3.009 -1.934 0.562
H 2.098 1.771 -0.364
H 1.397 -0.658 1.775
H 3.132 -1.783 -0.506
H 2.195 -0.262 -0.118
O 2.743 -1.255 0.205
```

Calculated values
* 2S+1: 1
* net charge: 0
* gap between HOMO and LUMO: 5.96 eV
* highest occupied orbital energy: -7.70 eV

These are the Löwdin partial charges, in e, on atoms 1 to 4:
1. C -0.044
2. C -0.461
3. C -0.118
4. C -0.070

---

#ii
DFT (wB97M-V/def2-TZVPD) results for a 2-piece molecular cluster, C5H13NO2 overall.

Structure (XYZ):
```
21
C5H13NO2 (wB97M-V/def2-TZVPD)
C 0.776 0.589 -0.951
C 0.097 1.923 -1.141
C 0.476 -0.421 -2.014
O -0.273 -0.289 -2.931
O 1.110 -1.612 -1.842
H 1.861 0.704 -0.936
H 0.509 0.183 0.028
H -0.963 1.795 -1.357
H 0.552 2.422 -2.005
H 0.274 2.540 -0.262
C -0.865 0.479 2.417
C 0.453 0.086 3.053
N -1.710 -0.730 2.263
H -1.395 1.220 3.018
H -0.743 0.755 1.379
H 0.974 -0.662 2.460
H 0.262 -0.224 4.085
H -2.668 -0.588 2.555
H 1.829 -1.630 -1.200
H -1.362 -1.535 2.768
H 1.162 0.926 3.045
```

Calculated values
* SMILES: CCC(=O)O.CCN
* 2S+1: 1
* net charge: 0
* gap between HOMO and LUMO: 9.88 eV
* highest occupied orbital energy: -9.30 eV

These are the Löwdin partial charges, in e, on atoms 1 to 4:
1. C -0.183
2. C -0.093
3. C -0.532
4. O 0.135

---

#iii
DFT (wB97M-V/def2-TZVPD) results for a 3-piece molecular cluster, C5H13NO2 overall.

Structure (XYZ):
```
21
C5H13NO2 (wB97M-V/def2-TZVPD)
C 0.247 -1.506 -2.069
N -0.672 -0.869 -1.068
C -0.243 0.452 -0.712
C 0.717 1.146 -1.315
C -1.971 0.367 1.191
C -0.933 0.878 0.546
H 1.292 -1.363 -1.824
H 0.062 -2.577 -2.045
H -0.059 -1.074 -3.027
H -0.547 -1.469 -0.257
H 1.335 0.878 -2.144
H 0.821 2.192 -1.045
H -2.250 -0.648 0.963
H -2.621 0.919 1.850
H -0.764 1.961 0.595
H -0.915 -1.833 2.286
H 0.530 -1.773 2.751
O -0.023 -1.757 1.959
H 2.522 2.620 1.045
H 1.619 1.392 0.829
O 1.851 2.066 1.492
```

Calculated values
* SMILES: C=CC(=C)NC.O.O
* 2S+1: 1
* net charge: 0
* gap between HOMO and LUMO: 9.35 eV
* highest occupied orbital energy: -8.67 eV

These are the Löwdin partial charges, in e, on atoms 1 to 4:
1. C -0.106
2. N -0.039
3. C -0.370
4. C 0.025

---

#iv
DFT (wB97M-V/def2-TZVPD) results for a 2-piece molecular cluster, C5H13NO2 overall.

Structure (XYZ):
```
21
C5H13NO2 (wB97M-V/def2-TZVPD)
C -0.695 -0.811 0.966
C -2.212 -0.907 0.702
C 0.110 -0.519 -0.271
N 1.461 -0.677 -0.182
C 2.168 -0.256 1.012
C 2.169 1.226 1.326
O -0.424 -0.155 -1.311
H -0.586 -0.065 1.747
H -0.360 -1.743 1.418
H -2.548 -0.858 -0.327
H -2.535 -1.893 1.006
H -2.680 -0.155 1.331
H 1.934 -0.610 -1.073
H 1.712 -0.759 1.863
H 3.151 -0.713 0.980
H 2.347 1.353 2.389
H 1.254 1.744 1.056
H 2.886 1.838 0.766
H -1.583 0.963 -1.978
H -3.020 1.412 -2.473
O -2.183 1.714 -2.125
```

Calculated values
* SMILES: CCNC(=O)CC.O
* 2S+1: 1
* net charge: 0
* gap between HOMO and LUMO: 10.72 eV
* highest occupied orbital energy: -9.89 eV

These are the Löwdin partial charges, in e, on atoms 1 to 4:
1. C -0.151
2. C -0.074
3. C -0.463
4. N 0.053

---

Which structure is most stable, and how do the rest compare? From most to least stable: #iv, #ii, #iii, #i.

---

#i
DFT (wB97M-V/def2-TZVPD) results for a 2-piece molecular cluster, C5H13NO2 overall.

Structure (XYZ):
```
21
C5H13NO2 (wB97M-V/def2-TZVPD)
C -1.109 0.415 2.426
C -0.384 -0.568 1.527
C -1.350 -1.419 0.724
N 0.535 0.180 0.615
H -0.408 1.002 3.017
H -1.706 1.112 1.833
H -1.772 -0.111 3.107
H 0.217 -1.220 2.149
H -2.007 -0.800 0.132
H -1.964 -2.010 1.402
H -0.832 -2.105 0.049
H 0.673 1.127 0.952
H 1.443 -0.264 0.583
H -0.029 0.293 -0.750
O 0.111 0.152 -3.851
C 0.425 0.411 -2.718
O -0.433 0.385 -1.725
C 1.874 0.787 -2.402
H 2.035 1.096 -1.377
H 2.506 -0.063 -2.623
H 2.175 1.599 -3.069
```

Calculated values
* SMILES: CC(=O)O.CC(C)N
* 2S+1: 1
* net charge: 0
* gap between HOMO and LUMO: 9.89 eV
* highest occupied orbital energy: -9.37 eV

These are the Löwdin partial charges, in e, on atoms 1 to 4:
1. C -0.070
2. C -0.457
3. C -0.068
4. N 0.041

---

#ii
DFT (wB97M-V/def2-TZVPD) results for a 2-piece molecular cluster, C5H13NO2 overall.

Structure (XYZ):
```
21
C5H13NO2 (wB97M-V/def2-TZVPD)
C -1.886 -2.309 -1.114
C -1.596 0.873 0.631
C 3.451 1.334 0.688
C -2.072 -0.819 -1.354
C -1.074 0.041 -0.598
N 2.050 0.674 0.961
O 0.154 -0.069 -0.785
O 1.248 1.179 1.911
H -2.401 -2.634 -0.192
H -0.815 -2.571 -0.952
H -2.227 -2.925 -1.951
H -2.602 0.490 1.019
H -0.814 0.886 1.423
H -1.610 2.018 0.419
H 4.130 0.866 -0.095
H 3.173 2.323 0.500
H 3.884 1.454 1.691
H -1.938 -0.511 -2.448
H -3.092 -0.445 -1.035
H 2.363 -0.340 1.325
H 1.674 0.487 -0.044
```

Calculated values
* SMILES: C[NH2+][O-].CCC(C)=O
* 2S+1: 1
* net charge: 0
* gap between HOMO and LUMO: 9.16 eV
* highest occupied orbital energy: -8.36 eV

These are the Löwdin partial charges, in e, on atoms 1 to 4:
1. C -0.102
2. C -0.024
3. C -0.023
4. C -0.206

---

Which structure is most stable, and how do the rest compare? From most to least stable: #i, #ii.

---

#i
DFT (wB97M-V/def2-TZVPD) results for the molecule C5H13NO2.

Structure (XYZ):
```
21
C5H13NO2 (wB97M-V/def2-TZVPD)
C -0.193 -1.116 1.297
C -0.533 -2.580 1.420
O -0.485 -2.635 2.824
C 0.144 -0.655 -0.125
N 1.019 0.639 -0.173
C 0.316 1.932 -0.633
C 0.304 2.243 -2.180
O -0.456 3.397 -2.298
H 0.468 -0.647 2.079
H -0.877 -0.495 1.694
H -1.572 -3.035 1.199
H 0.106 -3.505 0.886
H -0.410 -3.620 2.999
H -0.741 -0.685 -0.702
H 0.969 -1.383 -0.530
H 1.903 0.532 -0.658
H 0.781 2.691 0.180
H -0.663 1.621 -0.180
H -0.050 1.378 -2.713
H 1.256 2.626 -2.655
H -1.286 3.297 -1.730
```

Calculated values
* SMILES: OCCCNCCO
* 2S+1: 1
* net charge: 0
* gap between HOMO and LUMO: 9.47 eV
* highest occupied orbital energy: -8.62 eV

These are the Löwdin partial charges, in e, on atoms 1 to 4:
1. C -0.220
2. C -0.294
3. O -0.128
4. C -0.195

---

#ii
DFT (wB97M-V/def2-TZVPD) results for a 3-piece molecular cluster, C5H13NO2 overall.

Structure (XYZ):
```
21
C5H13NO2 (wB97M-V/def2-TZVPD)
N 2.650 0.585 -1.008
C 1.295 0.882 -0.734
C 0.676 0.688 0.421
C -0.762 0.944 0.554
C -1.396 0.910 1.710
C -2.868 1.172 1.849
H 3.037 1.221 -1.696
H 3.233 0.704 -0.186
H 0.720 1.202 -1.598
H 1.199 0.337 1.305
H -1.296 1.155 -0.370
H -0.852 0.685 2.620
H -3.438 0.266 2.098
H -3.070 1.934 2.594
H -3.295 1.516 0.912
H 1.897 -1.265 -2.141
H 2.490 -2.715 -2.142
O 1.710 -2.193 -1.957
H -0.031 -2.276 -1.027
H -1.041 -3.347 -0.669
O -0.858 -2.405 -0.533
```

Calculated values
* SMILES: C/C=C/C=C/N.O.O
* 2S+1: 1
* net charge: 0
* gap between HOMO and LUMO: 8.48 eV
* highest occupied orbital energy: -7.73 eV

These are the Löwdin partial charges, in e, on atoms 1 to 4:
1. N 0.019
2. C -0.227
3. C -0.120
4. C -0.147

---

Which structure is most stable, and how do the rest compare? From most to least stable: #ii, #i.

---

#i
DFT (wB97M-V/def2-TZVPD) results for a 2-piece molecular cluster, C5H13NO2 overall.

Structure (XYZ):
```
21
C5H13NO2 (wB97M-V/def2-TZVPD)
C -2.339 0.020 -0.384
O -2.549 1.220 -1.162
C -1.089 0.103 0.500
C 0.110 0.746 -0.236
C 0.652 -0.148 -1.306
C 0.559 0.112 -2.609
N 1.346 -1.232 -0.830
H -3.282 -0.206 0.121
H -2.131 -0.755 -1.128
H -2.761 1.927 -0.540
H -0.811 -0.921 0.796
H -1.341 0.617 1.432
H 0.888 0.930 0.505
H -0.248 1.697 -0.591
H 0.015 0.960 -2.956
H 0.901 -0.517 -3.423
H 1.429 -1.443 0.148
H 2.056 -1.637 -1.412
H 2.167 -0.184 4.152
H 3.488 -0.540 4.848
O 2.940 -0.750 4.074
```

Calculated values
* SMILES: C=C(N)CCCO.O
* 2S+1: 1
* net charge: 0
* gap between HOMO and LUMO: 8.39 eV
* highest occupied orbital energy: -7.82 eV

These are the Löwdin partial charges, in e, on atoms 1 to 4:
1. C -0.243
2. O -0.091
3. C -0.184
4. C -0.157

---

#ii
DFT (wB97M-V/def2-TZVPD) results for the molecule C5H13NO2.

Structure (XYZ):
```
21
C5H13NO2 (wB97M-V/def2-TZVPD)
C -0.307 1.638 -1.621
N -1.064 0.713 -0.780
C -0.236 -0.433 -0.346
C 0.181 -0.242 1.115
C 1.494 0.476 1.379
O 1.410 1.229 2.579
C -1.065 -1.698 -0.658
O -0.310 -2.912 -0.756
H -0.265 1.322 -2.669
H -0.884 2.599 -1.595
H 0.691 1.996 -1.305
H -1.573 1.238 -0.091
H 0.636 -0.453 -1.029
H -0.772 0.113 1.578
H 0.121 -1.188 1.680
H 2.243 -0.324 1.567
H 1.889 1.043 0.553
H 0.479 1.372 2.758
H -1.654 -1.973 0.240
H -1.621 -1.628 -1.579
H 0.606 -2.889 -1.019
```

Calculated values
* SMILES: CN[C@H](CO)CCO
* 2S+1: 1
* net charge: 0
* gap between HOMO and LUMO: 9.81 eV
* highest occupied orbital energy: -8.97 eV

These are the Löwdin partial charges, in e, on atoms 1 to 4:
1. C -0.146
2. N -0.089
3. C -0.343
4. C -0.151

---

Which structure is most stable, and how do the rest compare? From most to least stable: #i, #ii.